{"formula": "C30H61N4O12S6", "method": "ωB97M-V/def2-TZVPD", "elements": ["N", "C", "C", "C", "C", "N", "C", "N", "N", "C", "H", "H", "H", "H", "H", "H", "H", "H", "H", "H", "H", "H", "H", "C", "C", "C", "S", "O", "O", "C", "H", "H", "H", "H", "H", "H", "H", "H", "C", "C", "C", "S", "O", "O", "C", "H", "H", "H", "H", "H", "H", "H", "H", "C", "C", "C", "S", "O", "O", "C", "H", "H", "H", "H", "H", "H", "H", "H", "C", "C", "C", "S", "O", "O", "C", "H", "H", "H", "H", "H", "H", "H", "H", "C", "C", "C", "S", "O", "O", "C", "H", "H", "H", "H", "H", "H", "H", "H", "C", "C", "C", "S", "O", "O", "C", "H", "H", "H", "H", "H", "H", "H", "H"], "positions_angstrom": [[3.27, 3.71, -2.30], [2.76, 2.60, -1.88], [2.53, 2.24, -0.38], [3.88, 2.20, 0.48], [4.86, 1.09, -0.05], [6.29, 1.42, 0.22], [6.55, 2.71, -0.35], [7.62, 2.87, -1.12], [5.74, 3.87, -0.16], [4.53, 3.62, 0.67], [3.30, 3.67, -3.33], [2.43, 1.83, -2.64], [1.81, 2.93, 0.12], [2.10, 1.20, -0.29], [3.55, 1.87, 1.51], [4.68, 0.80, -1.13], [4.62, 0.16, 0.54], [6.87, 0.74, -0.29], [7.92, 3.80, -1.40], [8.12, 2.04, -1.45], [6.32, 4.49, 0.41], [3.76, 4.37, 0.35], [4.72, 3.81, 1.76], [9.17, -1.79, 3.90], [8.21, -0.61, 4.07], [8.49, 0.38, 2.94], [9.11, -0.60, 1.57], [10.48, -0.22, 1.33], [8.12, -0.63, 0.51], [9.10, -2.17, 2.42], [8.90, -2.63, 4.54], [10.19, -1.48, 4.16], [7.18, -0.97, 4.01], [8.33, -0.13, 5.05], [7.58, 0.90, 2.62], [9.25, 1.10, 3.21], [9.94, -2.77, 2.09], [8.16, -2.67, 2.19], [-3.78, 3.33, -0.24], [-2.50, 3.67, -1.01], [-1.34, 3.56, -0.02], [-1.84, 2.37, 1.22], [-1.97, 3.05, 2.49], [-1.04, 1.17, 1.07], [-3.47, 2.07, 0.56], [-4.62, 3.17, -0.91], [-4.04, 4.15, 0.43], [-2.36, 2.94, -1.82], [-2.55, 4.66, -1.46], [-0.42, 3.22, -0.50], [-1.15, 4.51, 0.48], [-4.17, 1.90, 1.38], [-3.41, 1.20, -0.08], [4.52, -3.91, -1.48], [5.79, -3.56, -2.26], [6.97, -3.65, -1.28], [6.49, -4.85, -0.04], [6.36, -4.17, 1.23], [7.29, -6.04, -0.19], [4.86, -5.16, -0.68], [3.67, -4.07, -2.15], [4.26, -3.09, -0.81], [5.93, -4.28, -3.07], [5.73, -2.57, -2.71], [7.88, -3.99, -1.78], [7.15, -2.70, -0.78], [4.16, -5.34, 0.14], [4.91, -6.04, -1.33], [-7.60, -0.81, -3.02], [-6.39, -1.59, -2.51], [-5.38, -0.57, -1.97], [-6.34, 0.84, -1.42], [-6.01, 1.97, -2.26], [-6.31, 0.91, 0.02], [-7.93, 0.20, -1.93], [-8.44, -1.47, -3.23], [-7.34, -0.29, -3.95], [-6.70, -2.27, -1.71], [-5.94, -2.20, -3.30], [-4.82, -0.97, -1.12], [-4.69, -0.23, -2.74], [-8.56, 1.02, -2.28], [-8.39, -0.29, -1.07], [-10.06, -3.72, -6.99], [-10.59, -5.05, -6.45], [-9.77, -5.39, -5.20], [-9.23, -3.83, -4.51], [-7.79, -3.75, -4.61], [-9.93, -3.58, -3.27], [-9.94, -2.79, -5.78], [-10.73, -3.30, -7.75], [-9.08, -3.87, -7.45], [-11.64, -4.94, -6.18], [-10.52, -5.84, -7.19], [-10.36, -5.92, -4.46], [-8.88, -5.97, -5.45], [-9.30, -1.93, -5.96], [-10.92, -2.47, -5.44], [-2.88, 2.68, 5.48], [-1.45, 2.86, 6.02], [-1.56, 3.54, 7.39], [-3.15, 3.06, 8.06], [-3.98, 4.24, 8.16], [-2.95, 2.16, 9.17], [-3.69, 2.12, 6.64], [-2.90, 2.02, 4.62], [-3.28, 3.65, 5.18], [-0.98, 1.88, 6.13], [-0.84, 3.45, 5.34], [-0.77, 3.21, 8.06], [-1.55, 4.62, 7.30], [-4.76, 2.22, 6.51], [-3.43, 1.07, 6.82]], "mulliken_charge": [-0.5632, -0.1634, -0.8526, 0.4427, -1.1519, 0.2701, 0.3864, -0.2912, -0.3342, -0.9768, 0.2731, 0.4341, 0.2824, 0.3815, 0.5012, 0.3404, 0.3675, 0.0897, 0.2704, 0.2366, 0.3801, 0.3821, 0.3235, -0.7432, -0.7571, -0.2973, 0.9765, -0.6749, -0.5612, -0.4424, 0.3673, 0.3278, 0.3125, 0.3640, 0.0656, 0.4124, 0.4683, 0.1416, -0.5394, -0.8468, -0.0771, 1.2183, -0.6170, -0.7226, -0.5945, 0.2778, 0.2905, 0.2919, 0.3961, -0.2301, 0.4474, 0.5160, 0.1994, -0.4341, -0.7477, 0.0964, 1.1423, -0.6372, -0.6969, -0.7753, 0.3651, 0.1694, 0.3061, 0.3526, 0.4084, -0.3154, 0.4215, 0.3517, -0.0779, -0.7794, -0.6220, 1.2619, -0.7059, -0.6737, -0.9884, -0.0288, 0.2141, 0.3083, 0.3865, 0.4199, 0.3701, 0.4613, 0.3710, -0.6442, -0.6176, -0.6930, 1.2257, -0.6253, -0.7017, -0.6491, 0.3630, 0.3092, 0.3008, 0.3253, 0.3402, 0.3522, 0.3818, 0.4026, -0.2926, -0.6645, -0.6316, 1.1324, -0.6511, -0.6632, -0.8017, 0.1801, 0.2785, 0.3381, 0.2696, 0.3494, 0.3545, 0.4267, 0.3828], "lumo_energy_ev": -3.037, "orbital_gap_ev": 8.13, "fmax_ev_per_a": 4.49, "e_tot_ha": -4690.42359, "total_charge": 1}